No. 1
{"formula": "C36H55N12O3S3SbTl", "method": "ωB97M-V/def2-TZVPD", "homo_ev": -4.14, "de_lowest_kcal_mol": 16.1, "orbital_gap_ev": 6.44, "charge": -1, "mol_weight_g_mol": 1126.3, "symbols": ["Tl", "N", "C", "C", "C", "C", "C", "C", "S", "O", "O", "N", "C", "N", "C", "C", "C", "N", "H", "H", "H", "H", "H", "H", "H", "H", "H", "S", "C", "C", "C", "C", "C", "N", "H", "H", "H", "H", "C", "S", "O", "C", "C", "C", "C", "C", "C", "H", "H", "H", "H", "H", "H", "H", "H", "C", "Sb", "C", "C", "H", "H", "H", "H", "H", "H", "H", "H", "H", "C", "N", "C", "N", "C", "N", "C", "N", "C", "C", "H", "H", "H", "H", "H", "H", "H", "H", "H", "H", "H", "H", "C", "N", "C", "C", "N", "N", "C", "C", "H", "H", "H", "H", "H", "H", "H", "H", "H", "H", "H", "H", "H"], "coordinates": [[9.4355, 11.0490, 11.4383], [7.3507, 8.6277, 18.6646], [7.2413, 9.5060, 17.5633], [7.2248, 8.9919, 16.2629], [7.2992, 9.8221, 15.1683], [7.1928, 11.2075, 15.3708], [7.1628, 11.7266, 16.6496], [7.2214, 10.8976, 17.7411], [7.3864, 12.2695, 13.9525], [6.6313, 11.7207, 12.8582], [7.0963, 13.6407, 14.3355], [8.9334, 12.0583, 13.5543], [10.0468, 12.5372, 14.1617], [10.0512, 12.8854, 15.4522], [11.2319, 13.2116, 15.9588], [12.4378, 13.1594, 15.2724], [12.2955, 12.8468, 13.8952], [11.1256, 12.5196, 13.3570], [7.6002, 7.6912, 18.4063], [7.9622, 8.9666, 19.3656], [7.1723, 7.9084, 16.1240], [7.3923, 9.4657, 14.1402], [7.1416, 12.8241, 16.7264], [7.1817, 11.2625, 18.7515], [11.2065, 13.4311, 16.9907], [13.3379, 13.3164, 15.8186], [13.1405, 12.8073, 13.2662], [8.3456, 8.5105, 11.9419], [7.4260, 8.1471, 10.5049], [6.3426, 7.2447, 10.5590], [5.5693, 6.9245, 9.4473], [5.8087, 7.5717, 8.2547], [6.9155, 8.4115, 8.2308], [7.6927, 8.7213, 9.2924], [6.1007, 6.7578, 11.5027], [4.7445, 6.2074, 9.5206], [5.2260, 7.3326, 7.3934], [7.1986, 8.9588, 7.3181], [14.5769, 8.8107, 12.3154], [12.9354, 8.0237, 12.2068], [13.2367, 6.6388, 11.7250], [12.6270, 7.8441, 13.9270], [13.1679, 6.7749, 14.6275], [12.8667, 6.6374, 15.9530], [12.0934, 7.6390, 16.5784], [11.6078, 8.7141, 15.8875], [11.9314, 8.8693, 14.5363], [15.2293, 8.0847, 12.7733], [14.4574, 9.7452, 12.8495], [14.8644, 9.0372, 11.2885], [13.7780, 6.0140, 14.1266], [13.2580, 5.8163, 16.5483], [11.8265, 7.5208, 17.6354], [11.0255, 9.4466, 16.4144], [11.5542, 9.6609, 13.9481], [13.5111, 7.6023, 7.6420], [11.7330, 8.3816, 8.5860], [10.8398, 6.5276, 9.1338], [10.5259, 8.6146, 6.8097], [13.3012, 6.5938, 7.2764], [14.2245, 7.5527, 8.4383], [13.8379, 8.2494, 6.8588], [10.6593, 6.0016, 8.1732], [9.9003, 6.7911, 9.6270], [11.5386, 5.9846, 9.7411], [10.7031, 7.7010, 6.1801], [10.7374, 9.5216, 6.1902], [9.4642, 8.5985, 7.0861], [7.6543, 13.5220, 10.0638], [7.0226, 14.3303, 8.9976], [7.6965, 13.9762, 7.6968], [7.5213, 12.5237, 7.3505], [8.1735, 11.7915, 8.4585], [7.5517, 12.0952, 9.7567], [6.1183, 11.7339, 9.6495], [5.4601, 12.4795, 8.6183], [5.6231, 13.9292, 8.9223], [6.1137, 12.2076, 7.3415], [7.1403, 13.7105, 11.0267], [8.7016, 13.7770, 10.1423], [8.7498, 14.1806, 7.8343], [7.2338, 14.6456, 6.9158], [9.2040, 12.1176, 8.5627], [8.1074, 10.7381, 8.3332], [5.5889, 11.9085, 10.5969], [6.0600, 10.6783, 9.4201], [5.1307, 14.1488, 9.8754], [5.1116, 14.4249, 8.1201], [5.6069, 12.8418, 6.5895], [5.9597, 11.1035, 7.1358], [12.7972, 15.3235, 11.0647], [12.4236, 15.1527, 9.6748], [11.1747, 15.8001, 9.3430], [12.6082, 13.8638, 9.2052], [13.1689, 12.9887, 9.9633], [12.0882, 13.7000, 7.9291], [12.6624, 14.5701, 6.9594], [11.9557, 12.3753, 7.3996], [12.7225, 16.3687, 11.3450], [13.8099, 14.9896, 11.1650], [12.1571, 14.7360, 11.7384], [10.3160, 15.3629, 9.8590], [10.9686, 15.7718, 8.2620], [11.2618, 16.8442, 9.6828], [13.2477, 12.0929, 9.5040], [12.9100, 15.5444, 7.3741], [11.9848, 14.7232, 6.1168], [13.6094, 14.1954, 6.5456], [11.4760, 11.7034, 8.1099], [12.9871, 11.9460, 7.1523], [11.3381, 12.3384, 6.5052]]}

No. 2
{"formula": "C4H8O2", "method": "ωB97M-V/def2-TZVPD", "homo_ev": -8.66, "de_lowest_kcal_mol": 102.2, "orbital_gap_ev": 9.35, "mol_weight_g_mol": 88.1, "symbols": ["O", "C", "C", "C", "O", "C", "H", "H", "H", "H", "H", "H", "H", "H"], "coordinates": [[1.1888, -0.7666, -1.7100], [0.5631, 0.2196, -0.9151], [-0.8895, -0.1496, -0.5954], [-0.8355, -0.9215, 0.7209], [0.3476, -0.6961, 1.2288], [1.1540, 0.2754, 0.4831], [1.0210, -1.6233, -1.2931], [0.6769, 1.1656, -1.4482], [-1.3389, -0.7758, -1.3710], [-1.5393, 0.7284, -0.4832], [-1.8482, 0.2998, 1.9402], [-1.7156, 1.0379, 1.9270], [1.0177, 1.2432, 0.9785], [2.1978, -0.0371, 0.5376]]}

No. 3
{"formula": "C5H4O", "method": "ωB97M-V/def2-TZVPD", "homo_ev": -8.46, "de_lowest_kcal_mol": 49.8, "orbital_gap_ev": 9.23, "mol_weight_g_mol": 80.1, "symbols": ["C", "C", "C", "C", "C", "O", "H", "H", "H", "H"], "coordinates": [[-0.3290, -1.0866, -0.3754], [0.9804, -1.2350, 0.2605], [-0.6782, 0.1760, -0.2215], [1.4124, 0.0025, 0.1371], [-1.1964, 1.3257, 0.0725], [1.9840, 0.9902, -0.1113], [-0.7516, -1.7984, -1.0627], [1.3685, -2.0444, 0.8388], [-0.7814, 2.2419, -0.3152], [-2.0086, 1.4282, 0.7772]]}